Here is an isolated molecule of C4H6N2O in a non-equilibrium geometry from the OMol25 dataset. Energies are from ωB97M-V with the def2-TZVPD basis set.

Properties
* HOMO: -9.8 eV
* relative energy (zero: lowest compared OMol25 entry of this formula, charge and spin): 76.2 kcal per mole
* SMILES string: C1=NN=CCOC1
* multiplicity: 1

Positions of all 13 atoms, in Å:
C (-0.73373, 0.61568, -1.17438)
N (-0.61963, 1.62516, -0.40356)
N (0.43096, 1.68105, 0.50720)
C (0.63277, 0.62359, 1.19540)
C (-0.16962, -0.65738, 1.15264)
O (0.20816, -1.37790, -0.01187)
C (0.22497, -0.61211, -1.20187)
H (-1.51080, 0.61944, -1.98953)
H (1.42377, 0.66487, 1.96388)
H (-1.25625, -0.43731, 1.22888)
H (0.18983, -1.22166, 2.03020)
H (1.19208, -0.17975, -1.35737)
H (-0.01251, -1.34368, -1.93962)

Here are the Löwdin charges for atoms 1 to 5, given in e: atom 1 (C): -0.11, atom 2 (N): 0.01, atom 3 (N): 0.03, atom 4 (C): -0.13, atom 5 (C): -0.19



Here is an isolated molecule of C3H4FNO in a non-equilibrium geometry from the OMol25 dataset. Energies are from ωB97M-V with the def2-TZVPD basis set.

Properties
* HOMO: -11.3 eV
* relative energy (zero: lowest compared OMol25 entry of this formula, charge and spin): 21.8 kcal per mole
* SMILES string: N#C[C@H](F)CO
* multiplicity: 1

Positions of all 10 atoms, in Å:
N (0.07851, -0.18322, 2.61608)
C (-0.27990, 0.01841, 1.51696)
C (-0.82250, 0.06339, 0.13864)
F (-1.81124, -0.89808, -0.01955)
C (0.29217, -0.26276, -0.85060)
O (1.11880, 0.85635, -0.80625)
H (-1.03639, 1.08801, -0.09526)
H (-0.09239, -0.31507, -1.87626)
H (0.83971, -1.16506, -0.59628)
H (1.71321, 0.79804, -0.02748)

Here are the Löwdin charges for atoms 1 to 5, given in e: atom 1 (N): 0.17, atom 2 (C): -0.13, atom 3 (C): -0.30, atom 4 (F): 0.02, atom 5 (C): -0.23



Here is a structure of composition C37H39ClIrN3O3Te in a non-equilibrium geometry from the OMol25 dataset. Energies are from ωB97M-V with the def2-TZVPD basis set.

Properties
* HOMO (alpha / beta): -13.0 / -13.1 eV
* total charge: +2
* relative energy (zero: lowest compared OMol25 entry of this formula, charge and spin): 57.5 kcal per mole
* multiplicity: 1

Positions of all 85 atoms, in Å:
Ir (0.49554, 1.60793, 1.62695)
Cl (5.23448, 7.01268, 0.68423)
C (3.94009, 5.88959, 0.67623)
C (2.97123, 5.94325, -0.34379)
C (1.94908, 5.03639, -0.36298)
C (1.83288, 4.01176, 0.60598)
O (0.82614, 3.19521, 0.50634)
C (2.82913, 3.95655, 1.63834)
C (2.85404, 2.98131, 2.66948)
N (2.12952, 1.89533, 2.73129)
C (2.28827, 0.90153, 3.72146)
C (3.38998, 0.73173, 4.53098)
C (3.41193, -0.29546, 5.48684)
C (2.36451, -1.16666, 5.62059)
C (1.25317, -1.07470, 4.75522)
C (0.17139, -1.98283, 4.75555)
C (-0.83968, -1.83110, 3.84187)
C (-0.79006, -0.77303, 2.92968)
N (0.19626, 0.10637, 2.91648)
C (1.22395, -0.03077, 3.80734)
C (3.85592, 4.92583, 1.64513)
H (3.04087, 6.70422, -1.10865)
H (1.18807, 5.07352, -1.13059)
H (3.56100, 3.17835, 3.47068)
H (4.25396, 1.37390, 4.42945)
H (4.27863, -0.39535, 6.12479)
H (2.38607, -1.94463, 6.37135)
H (0.15927, -2.79415, 5.47124)
H (-1.67199, -2.51851, 3.80697)
H (-1.56830, -0.63777, 2.18795)
H (4.61808, 4.88753, 2.41304)
C (3.64600, 0.37143, 0.51080)
C (2.39497, -0.34332, 0.05789)
O (2.51050, -1.43529, -0.55888)
N (1.20296, 0.18197, 0.19846)
Te (0.11481, -1.36444, -1.03056)
C (-0.62598, -3.19081, -2.04147)
C (-0.91649, -4.31457, -1.27240)
C (-0.78089, -4.36288, 0.22671)
C (-1.38780, -5.43835, -1.94441)
C (-1.52411, -5.46384, -3.32671)
C (-2.03404, -6.68140, -4.03319)
C (-1.14276, -4.33680, -4.05343)
C (-0.67746, -3.18570, -3.43784)
C (-0.23608, -2.00780, -4.26160)
C (-1.33256, 0.07154, -1.62149)
C (-0.90981, 1.25252, -2.24759)
C (0.52705, 1.53168, -2.59917)
C (-1.87380, 2.20280, -2.57737)
C (-3.22459, 1.99779, -2.32058)
C (-4.24907, 3.02499, -2.70026)
C (-3.60937, 0.81333, -1.69783)
C (-2.68745, -0.15770, -1.33538)
C (-3.17098, -1.40893, -0.65301)
H (4.47716, 0.01191, -0.08916)
H (3.84773, 0.14860, 1.55773)
H (3.52430, 1.44394, 0.37891)
H (-0.09942, -3.59224, 0.58399)
H (-0.39584, -5.33288, 0.53674)
H (-1.75392, -4.22565, 0.70412)
H (-1.64505, -6.31236, -1.35927)
H (-2.39315, -7.43032, -3.33162)
H (-1.24364, -7.12862, -4.63808)
H (-2.84492, -6.41958, -4.71263)
H (-1.18608, -4.36089, -5.13550)
H (0.00883, -2.32112, -5.27412)
H (0.65010, -1.54575, -3.82258)
H (-1.02446, -1.25402, -4.32228)
H (1.14659, 0.64369, -2.47356)
H (0.93323, 2.31626, -1.95809)
H (0.60884, 1.86901, -3.63207)
H (-1.55992, 3.10636, -3.08675)
H (-3.82663, 3.78251, -3.35627)
H (-4.64035, 3.51983, -1.80942)
H (-5.09416, 2.55771, -3.20453)
H (-4.65983, 0.63116, -1.50189)
H (-4.02040, -1.18781, -0.00798)
H (-2.37519, -1.85575, -0.05668)
H (-3.49813, -2.14726, -1.38720)
C (-2.69121, 2.29111, 1.56933)
O (-1.62102, 1.67816, 0.82892)
H (-3.64106, 2.03647, 1.10007)
H (-2.57923, 3.37452, 1.61040)
H (-2.67282, 1.89147, 2.58098)
H (-1.57682, 2.08729, -0.05168)

Here are the Löwdin charges for atoms 1 to 5, given in e: atom 1 (Ir): 1.45, atom 2 (Cl): 0.74, atom 3 (C): -0.66, atom 4 (C): -0.05, atom 5 (C): 0.01



Copy entry 1 word for word.
Here is an isolated molecule of C4H6N2O in a non-equilibrium geometry from the OMol25 dataset. Energies are from ωB97M-V with the def2-TZVPD basis set.

Properties
* HOMO: -9.8 eV
* relative energy (zero: lowest compared OMol25 entry of this formula, charge and spin): 76.2 kcal per mole
* SMILES string: C1=NN=CCOC1
* multiplicity: 1

Positions of all 13 atoms, in Å:
C (-0.73373, 0.61568, -1.17438)
N (-0.61963, 1.62516, -0.40356)
N (0.43096, 1.68105, 0.50720)
C (0.63277, 0.62359, 1.19540)
C (-0.16962, -0.65738, 1.15264)
O (0.20816, -1.37790, -0.01187)
C (0.22497, -0.61211, -1.20187)
H (-1.51080, 0.61944, -1.98953)
H (1.42377, 0.66487, 1.96388)
H (-1.25625, -0.43731, 1.22888)
H (0.18983, -1.22166, 2.03020)
H (1.19208, -0.17975, -1.35737)
H (-0.01251, -1.34368, -1.93962)

Here are the Löwdin charges for atoms 1 to 5, given in e: atom 1 (C): -0.11, atom 2 (N): 0.01, atom 3 (N): 0.03, atom 4 (C): -0.13, atom 5 (C): -0.19



Look up the multiplicity of the third one.
1



Among the records above, which one has the lowest relative energy (zero: lowest compared OMol25 entry of this formula, charge and spin)?
C3H4FNO



Which value of multiplicity does entry 2 give?
1